# 1
DFT (ωB97M-V/def2-TZVPD) results for a gas-phase ion, C6H15N2O2 (charge +1).

Atoms and positions in Å:
C1 -0.637 -1.875 -1.170
C2 -0.092 -2.154 0.335
O1 -1.140 -2.566 1.243
C3 0.837 -0.981 0.892
N1 0.134 0.025 1.754
C4 -0.401 1.229 1.021
C5 0.740 2.114 0.319
C6 0.683 1.788 -1.258
N2 -0.506 2.160 -2.080
O2 1.599 1.182 -1.856
H1 -0.071 -2.537 -1.918
H2 -1.731 -2.218 -1.250
H3 -0.525 -0.787 -1.468
H4 0.589 -3.072 0.222
H5 -1.948 -2.101 0.947
H6 1.627 -1.481 1.560
H7 1.408 -0.544 0.014
H8 -0.618 -0.358 2.349
H9 0.852 0.396 2.411
H10 -0.864 1.906 1.828
H11 -1.276 0.981 0.323
H12 0.597 3.231 0.437
H13 1.763 1.781 0.717
H14 -0.919 1.282 -2.441
H15 -0.101 2.599 -2.930

Calculated values
* spin multiplicity: 1
* energy relative to the best compared isomer or geometry (same formula, charge and spin): 336.8 kJ/mol
* HOMO level: -13.407 eV
* net charge: +1
* calculated total energy: -13532.2270 eV
* SMILES: C[C@H](O)C[NH2+]CCC(N)=O
* LUMO: -3.46 eV



# 2
DFT (ωB97M-V/def2-TZVPD) results for a molecular structure, C6H15N2O9V.

Atoms and positions in Å:
O1 -1.026 -1.194 -0.702
V1 0.007 -0.003 -0.410
O2 -0.263 0.616 1.063
O3 1.706 0.481 -1.702
C1 1.232 1.277 -2.688
C2 -0.274 1.372 -2.792
O4 -0.926 1.571 -1.579
H1 1.560 1.070 -3.738
H2 1.568 2.340 -2.556
H3 -0.640 0.391 -3.195
H4 -0.608 2.123 -3.538
C3 1.428 -2.234 2.771
C4 0.979 -2.265 1.302
O5 1.548 -1.284 0.537
H5 1.011 -1.341 3.247
H6 2.512 -2.110 2.881
H7 1.189 -3.169 3.297
H8 -0.127 -2.268 1.339
H9 1.241 -3.277 0.899
C5 2.121 1.953 3.422
N1 3.146 0.877 3.327
O6 3.816 0.825 2.331
O7 3.239 0.119 4.286
H10 1.258 1.792 2.773
H11 2.646 2.851 3.103
H12 1.844 2.025 4.467
C6 -3.752 -0.087 -2.380
N2 -5.010 -0.629 -2.955
O8 -4.933 -1.550 -3.749
O9 -6.060 -0.111 -2.620
H13 -2.872 -0.564 -2.799
H14 -3.688 -0.572 -1.396
H15 -3.871 0.976 -2.247

Calculated values
* spin multiplicity: 1
* energy relative to the best compared isomer or geometry (same formula, charge and spin): 0.0 kJ/mol
* HOMO level: -1.073 eV
* net charge: -2
* calculated total energy: -53555.3297 eV
* LUMO: 5.10 eV



# 3
DFT (ωB97M-V/def2-TZVPD) results for C6H15N3 in the gas phase.

Atoms and positions in Å:
C1 0.319 -0.667 0.523
C2 0.243 0.392 -0.630
C3 1.511 -1.678 0.284
C4 -1.602 1.865 0.552
C5 -0.803 1.504 -0.666
N1 0.471 -0.048 1.826
N2 -0.910 -1.405 0.717
N3 1.740 -2.101 -1.102
C6 -0.980 2.193 -1.811
H1 1.311 0.530 1.815
H2 0.644 -0.785 2.507
H3 -1.439 -0.860 1.397
H4 -1.461 -1.356 -0.138
H5 2.480 -2.801 -1.116
H6 0.899 -2.564 -1.446
H7 0.109 -0.167 -1.569
H8 1.227 0.878 -0.698
H9 2.443 -1.232 0.650
H10 1.350 -2.581 0.891
H11 -2.281 1.054 0.829
H12 -0.951 2.106 1.395
H13 -2.227 2.749 0.378
H14 -1.694 3.007 -1.886
H15 -0.400 1.967 -2.702

Calculated values
* spin multiplicity: 1
* energy relative to the best compared isomer or geometry (same formula, charge and spin): 107.5 kJ/mol
* HOMO level: -9.031 eV
* calculated total energy: -10934.7954 eV
* SMILES: C=C(C)CC(N)(N)CN
* LUMO: 0.96 eV



# 4
DFT (ωB97M-V/def2-TZVPD) results for 2 unconnected molecules or ions with the total composition C6H15N3.

Atoms and positions in Å:
C1 1.201 -0.919 0.279
C2 1.206 1.215 -1.172
C3 0.336 1.747 -0.072
C4 -1.612 0.950 1.387
C5 -2.511 0.222 0.649
C6 0.472 0.013 -0.682
N1 2.101 -1.826 -0.457
N2 0.262 -1.658 1.096
N3 -0.634 -0.506 -1.291
H1 1.832 -0.320 0.942
H2 2.855 -1.312 -0.902
H3 1.575 -2.293 -1.191
H4 0.771 -2.332 1.657
H5 -0.376 -2.173 0.497
H6 -0.878 0.024 -2.123
H7 0.962 1.530 -2.183
H8 2.278 1.215 -0.990
H9 -0.451 2.408 -0.402
H10 0.829 2.027 0.848
H11 -0.888 0.435 2.000
H12 -1.715 2.019 1.499
H13 -3.407 0.708 0.276
H14 -2.673 -0.818 0.902
H15 -1.536 -0.353 -0.567

Calculated values
* spin multiplicity: 1
* energy relative to the best compared isomer or geometry (same formula, charge and spin): 348.7 kJ/mol
* HOMO level: -7.921 eV
* calculated total energy: -10932.2953 eV
* SMILES: NC(N)C1(N)CC1.C=C
* LUMO: 1.00 eV